Computed, not measured: a structure of composition C25H47ClINNiO3Si2 in a non-equilibrium geometry, with wB97M-V/def2-TZVPD.

XYZ file:
```
81
C25H47ClINNiO3Si2 (wB97M-V/def2-TZVPD)
O 1.524 1.434 -0.667
O 2.556 -1.190 -2.807
C 1.365 2.507 -1.697
C 1.473 3.872 -1.084
H 0.383 2.352 -2.154
H 2.105 2.302 -2.469
H 0.747 3.973 -0.279
H 1.232 4.625 -1.832
H 2.473 4.069 -0.686
C 2.869 0.996 -0.235
C 3.911 1.216 -1.300
H 2.742 -0.062 0.008
H 3.130 1.539 0.681
H 3.701 0.565 -2.158
H 4.893 0.930 -0.899
H 3.986 2.268 -1.603
C 2.675 -2.418 -2.105
C 1.936 -1.173 -4.086
C 4.132 -2.653 -1.751
H 2.281 -3.243 -2.710
H 2.070 -2.330 -1.189
H 4.739 -2.753 -2.665
H 4.218 -3.585 -1.176
H 4.540 -1.822 -1.153
C 2.992 -1.200 -5.179
H 1.353 -0.243 -4.130
H 1.247 -2.023 -4.192
H 3.744 -0.409 -5.035
H 2.503 -1.053 -6.149
H 3.508 -2.172 -5.190
H 0.579 1.378 0.068
Ni -0.787 0.990 0.836
C -0.719 0.138 -1.024
Si -2.143 -0.789 -1.789
H -0.447 0.918 -1.753
H 0.155 -0.530 -0.970
C -2.246 -0.115 -3.561
C -3.809 -0.401 -1.015
C -1.814 -2.637 -1.805
C 0.586 1.756 2.052
Si 1.417 0.514 3.230
H -0.093 2.365 2.681
H 1.327 2.487 1.653
C 3.133 1.277 3.509
C 1.633 -1.275 2.701
C 0.468 0.474 4.853
H -0.752 -2.838 -2.012
H -2.403 -3.143 -2.585
H -2.067 -3.098 -0.838
H -2.302 0.984 -3.517
H -3.142 -0.484 -4.081
H -1.362 -0.388 -4.157
H -3.768 0.570 -0.502
H -4.131 -1.163 -0.290
H -4.585 -0.330 -1.794
H 2.535 -1.412 2.086
H 0.750 -1.637 2.152
H 1.747 -1.899 3.605
H 1.015 -0.102 5.615
H -0.515 0.003 4.705
H 0.311 1.493 5.237
H 3.562 0.921 4.456
H 3.050 2.373 3.564
H 3.836 1.026 2.703
Cl -7.083 -0.572 3.609
C -5.495 -0.910 3.015
C -5.151 -2.231 2.729
C -3.889 -2.551 2.220
I -3.394 -4.481 1.653
C -2.839 -1.535 2.058
O -1.683 -1.833 1.674
C -3.263 -0.134 2.293
N -2.454 0.880 1.864
C -2.862 2.173 1.977
C -4.090 2.522 2.537
C -4.943 1.523 2.946
C -4.574 0.168 2.794
H -5.886 -3.018 2.890
H -2.164 2.934 1.626
H -4.360 3.569 2.628
H -5.914 1.751 3.362
```

Calculated values
Total charge: 0
Highest occupied orbital energy (spin up / spin down): -6.55 / -6.54 eV
Relative energy (zero: lowest compared OMol25 entry of this formula, charge and spin): 3.653 eV
Maximum force: 2.6 eV Å⁻¹
2S+1: 3

Here are the Mulliken charges for atoms 1 to 4, given in e: atom 1 (O): -0.185, atom 2 (O): 0.091, atom 3 (C): -0.341, atom 4 (C): -1.246


Computed, not measured: a cluster of 6 separate species, C18H23Cl2F3O15 in total in a non-equilibrium geometry, with wB97M-V/def2-TZVPD.

XYZ file:
```
61
C18H23Cl2F3O15 (wB97M-V/def2-TZVPD)
O 2.575 5.219 -9.519
C 2.486 5.771 -8.396
O 3.490 6.140 -7.634
C 2.965 7.072 -6.696
C 1.596 6.506 -6.526
F 0.774 7.544 -6.345
O 1.340 5.962 -7.768
H 3.593 6.902 -5.822
H 2.963 8.105 -7.045
H 1.277 5.815 -5.746
O -3.534 4.746 -7.598
C -4.182 5.744 -7.404
O -3.796 6.915 -6.658
C -4.843 7.805 -6.564
C -5.906 7.206 -7.406
F -6.064 7.977 -8.474
O -5.447 5.883 -7.796
H -5.291 7.871 -5.573
H -4.730 8.808 -6.975
H -6.847 7.153 -6.860
O 0.926 -3.120 -17.628
C 0.468 -3.578 -16.594
O -0.057 -2.886 -15.580
C -0.366 -3.741 -14.515
C -0.473 -5.076 -15.146
F -1.724 -5.259 -15.280
O 0.187 -4.881 -16.377
H 0.496 -3.494 -13.896
H -1.108 -3.592 -13.730
H -0.101 -5.928 -14.578
C -2.045 -4.036 -6.832
C -2.783 -3.433 -5.601
C -3.521 -4.244 -4.559
O -2.941 -4.008 -3.396
C -1.780 -3.381 -3.664
O -0.911 -3.245 -2.793
O -1.759 -2.873 -4.909
H -2.844 -4.313 -7.520
H -1.631 -4.935 -6.376
H -1.409 -3.241 -7.220
H -3.421 -2.582 -5.839
H -3.427 -5.330 -4.533
H -4.587 -4.019 -4.575
C 3.914 1.234 -12.456
C 5.214 1.492 -11.801
C 5.576 0.639 -10.588
O 6.896 0.276 -11.055
C 6.991 0.365 -12.370
O 7.778 -0.206 -13.118
O 6.041 1.118 -12.830
H 3.540 2.096 -13.009
H 3.140 1.228 -11.689
H 3.804 0.361 -13.099
H 5.380 2.564 -11.700
H 5.021 -0.291 -10.471
H 5.619 1.173 -9.638
Cl -0.613 -0.381 -10.315
C -0.125 0.911 -9.168
Cl 1.349 0.492 -8.182
H -0.027 1.928 -9.550
H -0.859 0.904 -8.362
```

Calculated values
Total charge: 0
Highest occupied orbital energy: -10.35 eV
Relative energy (zero: lowest compared OMol25 entry of this formula, charge and spin): 5.344 eV
Maximum force: 6.3 eV Å⁻¹

Here are the natural (NBO) charges for atoms 1 to 4, given in e: atom 1 (O): -0.593, atom 2 (C): 0.961, atom 3 (O): -0.470, atom 4 (C): -0.133


Computed, not measured: the molecule C6H6ClNO in a non-equilibrium geometry, with wB97M-V/def2-TZVPD.

XYZ file:
```
15
C6H6ClNO (wB97M-V/def2-TZVPD)
C 0.925 -1.460 -0.254
C 0.083 -1.631 0.881
C 0.926 -0.405 -1.156
C -0.722 -0.748 1.487
C -0.323 1.538 -0.361
C -1.569 -0.139 2.178
N 0.404 0.926 -1.286
O 0.939 1.555 -2.406
Cl -0.567 3.258 -0.529
H 1.603 -2.303 -0.518
H 0.254 -2.604 1.448
H 1.616 -0.418 -1.987
H -1.503 0.553 3.101
H 0.476 2.235 -2.473
H -2.541 -0.356 1.875
```

Calculated values
Total charge: 0
Highest occupied orbital energy: -8.38 eV
Relative energy (zero: lowest compared OMol25 entry of this formula, charge and spin): 7.008 eV
Maximum force: 11.9 eV Å⁻¹

Here are the natural (NBO) charges for atoms 1 to 4, given in e: atom 1 (C): -0.203, atom 2 (C): -0.374, atom 3 (C): -0.037, atom 4 (C): 0.186


Computed, not measured: the ion C33H48O2P with charge +1 in a non-equilibrium geometry, with wB97M-V/def2-TZVPD.

XYZ file:
```
84
C33H48O2P (wB97M-V/def2-TZVPD)
C -3.047 2.884 -2.814
C -3.689 1.502 -2.623
C -2.664 0.435 -2.264
C -1.781 0.855 -1.063
P -0.463 -0.432 -0.563
C -1.679 -1.917 -0.307
C -1.002 -3.193 0.221
C -1.971 -4.387 0.114
C -3.254 -4.132 0.923
C -3.926 -2.807 0.540
C -2.931 -1.636 0.566
C 0.300 -0.874 -2.258
C 0.747 0.297 -3.152
C 1.027 -0.220 -4.578
C 2.083 -1.328 -4.596
C 1.765 -2.436 -3.572
C 1.492 -1.842 -2.181
C -1.180 2.267 -1.183
C -2.265 3.305 -1.564
H -2.379 2.864 -3.686
H -3.809 3.635 -3.048
H -4.439 1.583 -1.824
H -4.222 1.205 -3.531
H -3.179 -0.503 -2.024
H -2.020 0.184 -3.118
H -2.429 0.874 -0.169
H -2.032 -2.129 -1.337
H -0.085 -3.423 -0.337
H -0.688 -3.051 1.267
H -2.248 -4.528 -0.945
H -1.487 -5.318 0.447
H -3.963 -4.958 0.791
H -2.991 -4.113 1.991
H -4.344 -2.887 -0.476
H -4.762 -2.596 1.226
H -2.642 -1.492 1.615
H -3.421 -0.693 0.288
H -0.540 -1.400 -2.748
H 0.000 1.096 -3.206
H 1.648 0.766 -2.715
H 0.090 -0.623 -4.998
H 1.335 0.605 -5.237
H 2.168 -1.757 -5.604
H 3.066 -0.892 -4.364
H 0.866 -2.979 -3.905
H 2.586 -3.167 -3.534
H 2.376 -1.281 -1.852
H 1.354 -2.647 -1.447
H -0.682 2.561 -0.242
H -0.376 2.281 -1.931
H -1.797 4.289 -1.711
H -2.964 3.388 -0.717
C -0.629 0.889 7.244
O -1.216 -0.029 6.275
C -0.605 -0.080 5.052
C -1.263 -0.704 3.966
C -0.700 -0.598 2.700
C 0.517 0.050 2.429
C 1.022 0.032 1.028
C 2.175 0.945 0.768
C 3.159 0.537 -0.164
C 4.398 1.127 -0.241
C 4.708 2.231 0.568
O 5.952 2.776 0.432
C 6.313 3.934 1.214
C 3.708 2.756 1.414
C 2.438 2.176 1.439
C 1.181 0.593 3.549
C 0.625 0.561 4.822
H -1.341 0.921 8.076
H 0.356 0.530 7.598
H -0.510 1.897 6.807
H -2.223 -1.180 4.154
H -1.248 -1.030 1.867
H 1.296 -1.083 0.733
H 2.991 -0.335 -0.808
H 5.175 0.768 -0.918
H 7.288 4.257 0.821
H 5.570 4.742 1.087
H 6.407 3.679 2.287
H 3.948 3.628 2.025
H 1.685 2.652 2.076
H 2.150 1.070 3.474
H 1.120 1.053 5.659
```

Calculated values
Total charge: +1
Highest occupied orbital energy: -10.76 eV
Maximum force: 3.2 eV Å⁻¹

Here are the Mulliken charges for atoms 1 to 4, given in e: atom 1 (C): -0.623, atom 2 (C): -1.010, atom 3 (C): -0.420, atom 4 (C): -0.496


Computed, not measured: the molecule C2H3ClO2S in a non-equilibrium geometry, with wB97M-V/def2-TZVPD.

XYZ file:
```
9
C2H3ClO2S (wB97M-V/def2-TZVPD)
C -0.661 0.074 -0.934
C 0.521 -0.309 -0.108
O -0.740 1.027 1.525
O 0.415 -1.108 0.992
S -0.096 1.374 0.279
Cl 2.046 -0.525 -0.976
H -0.593 0.314 -1.956
H -1.586 -0.227 -0.693
H 0.696 -0.619 1.870
```

Calculated values
Total charge: 0
Highest occupied orbital energy: -9.65 eV
Relative energy (zero: lowest compared OMol25 entry of this formula, charge and spin): 1.789 eV
Maximum force: 3.7 eV Å⁻¹

Here are the natural (NBO) charges for atoms 1 to 4, given in e: atom 1 (C): -0.578, atom 2 (C): 0.072, atom 3 (O): -0.965, atom 4 (O): -0.670


Computed, not measured: a structure of composition C3H10N2O4 in a non-equilibrium geometry, with wB97M-V/def2-TZVPD.

XYZ file:
```
19
C3H10N2O4 (wB97M-V/def2-TZVPD)
C 0.126 0.420 1.466
C 0.049 -0.168 -1.035
C -0.403 -0.802 0.199
N -0.755 0.716 -1.703
N -0.351 -1.829 -1.713
O -0.419 1.708 1.330
O -0.172 -0.155 2.701
O 1.522 0.563 1.382
O 1.353 0.152 -1.169
H -0.779 2.063 2.152
H 0.340 0.341 3.366
H 1.946 1.228 0.811
H 1.851 -0.505 -0.631
H -1.742 0.662 -1.493
H -0.314 1.595 -1.937
H -1.267 -1.688 -2.138
H 0.278 -1.800 -2.517
H -1.473 -0.888 0.353
H 0.210 -1.614 0.576
```

Calculated values
Total charge: 0
Highest occupied orbital energy: -8.15 eV
Relative energy (zero: lowest compared OMol25 entry of this formula, charge and spin): 3.096 eV
Maximum force: 7.2 eV Å⁻¹

Here are the natural (NBO) charges for atoms 1 to 4, given in e: atom 1 (C): 0.732, atom 2 (C): 0.580, atom 3 (C): -0.431, atom 4 (N): -0.854


Computed, not measured: a structure of composition C37H49GaNOP2SSe, with wB97M-V/def2-TZVPD.

XYZ file:
```
93
C37H49GaNOP2SSe (wB97M-V/def2-TZVPD)
Ga -0.362 0.513 0.051
C -3.242 -0.973 -1.632
C -2.244 -2.116 -1.430
C -2.952 -3.471 -1.409
P -1.216 -1.720 0.026
C 0.116 -2.983 0.245
C 0.696 -3.408 -1.108
C -0.267 -4.201 1.083
C -2.201 -1.643 1.518
C -3.007 -2.700 1.962
C -3.698 -2.627 3.152
C -3.557 -1.478 3.931
C -2.777 -0.418 3.522
C -2.096 -0.455 2.288
N -1.289 0.552 1.838
C -1.101 1.784 2.478
C -2.113 2.617 2.945
C -1.798 3.875 3.434
C -0.484 4.329 3.437
C 0.526 3.515 2.951
C 0.232 2.234 2.492
P 1.353 1.052 1.689
C 2.995 1.793 1.387
C 2.864 2.925 0.359
C 3.790 2.203 2.631
C 1.552 -0.387 2.832
C 2.766 -1.227 2.419
C 1.589 -0.015 4.313
H -3.809 -1.133 -2.551
H -3.951 -0.927 -0.802
H -2.752 -0.001 -1.712
H -1.529 -2.102 -2.260
H -3.769 -3.474 -0.689
H -3.385 -3.661 -2.393
H -2.280 -4.298 -1.182
H 0.880 -2.426 0.793
H 0.016 -4.091 -1.621
H 0.888 -2.557 -1.759
H 1.637 -3.939 -0.953
H -1.032 -4.807 0.594
H 0.614 -4.833 1.212
H -0.630 -3.924 2.071
H -3.072 -3.606 1.374
H -4.315 -3.450 3.483
H -4.066 -1.413 4.885
H -2.679 0.450 4.157
H -3.143 2.289 2.893
H -2.590 4.521 3.791
H -0.250 5.318 3.805
H 1.536 3.896 2.926
H 3.537 0.975 0.901
H 2.207 3.723 0.705
H 3.846 3.357 0.164
H 2.458 2.561 -0.587
H 3.228 2.836 3.313
H 4.132 1.337 3.196
H 4.676 2.758 2.318
H 0.648 -0.976 2.658
H 3.704 -0.735 2.681
H 2.744 -2.187 2.937
H 2.787 -1.429 1.344
H 2.468 0.581 4.560
H 0.705 0.551 4.606
H 1.621 -0.925 4.916
Se -0.720 2.687 -0.841
C -2.093 2.359 -2.139
C -3.396 2.077 -1.738
C -4.397 1.918 -2.687
C -4.108 2.050 -4.039
C -2.811 2.338 -4.441
C -1.803 2.491 -3.495
H -3.623 1.990 -0.682
H -5.409 1.702 -2.368
H -4.894 1.942 -4.775
H -2.584 2.453 -5.494
H -0.794 2.732 -3.804
C 0.397 -0.242 -4.225
S 1.181 0.633 -2.888
O 0.798 -0.190 -1.654
C 2.872 0.204 -3.204
C 3.479 -0.811 -2.481
C 4.807 -1.117 -2.750
C 5.501 -0.414 -3.725
C 4.883 0.612 -4.429
C 3.562 0.936 -4.162
H 0.603 -1.306 -4.111
H 0.801 0.134 -5.165
H -0.670 -0.027 -4.165
H 2.921 -1.339 -1.720
H 5.299 -1.905 -2.196
H 6.534 -0.661 -3.933
H 5.433 1.169 -5.176
H 3.079 1.752 -4.688
```

Calculated values
Total charge: +1
Highest occupied orbital energy: -9.61 eV
Relative energy (zero: lowest compared OMol25 entry of this formula, charge and spin): 0.000 eV
Maximum force: 0.4 eV Å⁻¹

Here are the natural (NBO) charges for atoms 1 to 4, given in e: atom 1 (Ga): 1.113, atom 2 (C): -0.609, atom 3 (C): -0.522, atom 4 (C): -0.612


Computed, not measured: a structure of composition C3H5CuO3 in a non-equilibrium geometry, with wB97M-V/def2-TZVPD.

XYZ file:
```
12
C3H5CuO3 (wB97M-V/def2-TZVPD)
H 1.310 -0.374 0.055
O -1.454 0.984 -0.476
C -0.531 0.310 0.280
C -2.650 0.210 -0.573
O 0.743 0.454 -0.107
O -0.956 -0.983 0.463
C -2.369 -1.012 0.299
H -2.804 -0.057 -1.627
H -3.498 0.806 -0.215
H -2.636 -1.960 -0.181
H -2.855 -0.941 1.282
Cu 2.494 -0.755 0.881
```

Calculated values
Total charge: 0
Highest occupied orbital energy (spin up / spin down): -6.73 / -10.51 eV
Relative energy (zero: lowest compared OMol25 entry of this formula, charge and spin): 1.355 eV
Maximum force: 2.8 eV Å⁻¹
2S+1: 3

Here are the natural (NBO) charges for atoms 1 to 4, given in e: atom 1 (H): 0.369, atom 2 (O): -0.509, atom 3 (C): 0.695, atom 4 (C): -0.101